[1]
DFT (ωB97M-V/def2-TZVPD) results for a cluster of 6 separate species, C10H30IO10 in total.

Its energy above the lowest of the compared OMol25 structures with the same formula, charge and spin is 71.5 kJ/mol. Its LUMO energy (spin up / spin down) is 0.056 / -5.339 eV. Its spin multiplicity is 2. The gap between HOMO and LUMO (spin up / spin down) is 9.684 / 4.289 eV. As for the charge: 0.

Atoms and positions in Å:
I (6.218, -16.616, -19.537)
C (3.868, -17.023, -14.862)
C (5.069, -17.672, -15.609)
O (4.582, -18.446, -16.680)
O (2.860, -18.087, -14.607)
H (3.520, -16.243, -15.540)
H (4.066, -16.545, -13.903)
H (5.551, -18.403, -14.959)
H (5.697, -16.901, -16.055)
H (5.257, -18.402, -17.361)
H (2.713, -18.164, -13.662)
C (3.149, -19.177, -20.539)
C (2.661, -20.624, -20.686)
O (1.629, -21.019, -19.859)
O (3.414, -18.786, -19.244)
H (2.291, -18.580, -20.850)
H (4.035, -18.873, -21.095)
H (3.447, -21.377, -20.624)
H (2.213, -20.820, -21.661)
H (1.269, -21.758, -20.355)
H (4.042, -18.061, -19.240)
C (2.514, -14.289, -19.658)
C (3.506, -13.541, -18.922)
O (4.622, -13.345, -19.727)
O (2.801, -15.608, -19.826)
H (2.330, -13.713, -20.565)
H (1.602, -14.097, -19.092)
H (3.718, -14.125, -18.026)
H (3.079, -12.609, -18.550)
H (5.211, -14.087, -19.572)
H (3.746, -15.666, -19.983)
C (9.063, -13.372, -20.693)
C (8.494, -13.330, -22.150)
O (7.082, -13.569, -22.129)
O (9.281, -14.766, -20.281)
H (8.363, -12.902, -20.002)
H (10.073, -12.968, -20.617)
H (8.963, -14.116, -22.742)
H (8.686, -12.371, -22.632)
H (6.919, -14.406, -21.689)
H (8.496, -15.303, -20.152)
C (8.874, -20.875, -17.677)
C (8.955, -19.656, -18.642)
O (8.621, -18.435, -17.936)
O (9.033, -22.005, -18.504)
H (7.937, -20.931, -17.124)
H (9.577, -20.853, -16.845)
H (8.373, -19.736, -19.560)
H (9.973, -19.573, -19.024)
H (7.965, -17.914, -18.404)
H (9.801, -21.956, -19.078)

---

[2]
DFT (ωB97M-V/def2-TZVPD) results for a structure of composition C10H30KO5.

Its energy above the lowest of the compared OMol25 structures with the same formula, charge and spin is 808.3 kJ/mol. Its LUMO energy is -2.470 eV. The gap between HOMO and LUMO is 10.729 eV. As for the charge: +1.

Atoms and positions in Å:
K (-0.394, 0.019, 0.452)
C (2.057, -2.714, 1.845)
C (1.759, -1.354, 1.191)
O (0.621, -0.873, 1.856)
H (2.279, -2.672, 2.911)
H (2.886, -3.282, 1.424)
H (1.149, -3.302, 1.712)
H (1.634, -1.364, 0.108)
H (2.594, -0.673, 1.356)
H (0.845, -0.548, 2.731)
C (2.702, 0.377, -0.868)
C (1.423, 0.679, -1.682)
O (0.655, 1.513, -0.798)
H (2.610, 0.205, 0.205)
H (3.245, 1.319, -0.785)
H (3.307, -0.440, -1.262)
H (0.917, -0.281, -1.778)
H (1.561, 1.090, -2.682)
H (0.945, 2.422, -0.897)
C (-1.889, -1.980, -0.567)
C (-0.696, -2.221, -1.505)
O (0.413, -1.507, -0.995)
H (-2.271, -0.963, -0.659)
H (-1.662, -2.209, 0.474)
H (-2.732, -2.638, -0.776)
H (-0.959, -1.873, -2.504)
H (-0.448, -3.280, -1.583)
H (1.200, -1.700, -1.510)
C (-3.241, 0.744, -2.418)
C (-2.149, 1.351, -1.554)
O (-2.236, 0.841, -0.234)
H (-3.104, 1.111, -3.436)
H (-4.268, 1.024, -2.184)
H (-3.199, -0.340, -2.314)
H (-2.349, 2.421, -1.496)
H (-1.147, 1.299, -1.979)
H (-3.096, 1.157, 0.051)
C (1.008, 1.832, 2.667)
C (-0.191, 2.428, 1.923)
O (-1.188, 1.438, 1.839)
H (1.442, 0.937, 2.222)
H (0.684, 1.555, 3.670)
H (1.781, 2.539, 2.970)
H (0.111, 2.609, 0.891)
H (-0.600, 3.383, 2.250)
H (-2.009, 1.921, 1.720)

---

[3]
DFT (ωB97M-V/def2-TZVPD) results for a cluster of 4 separate species, C10H30N2O4 in total.

Its energy above the lowest of the compared OMol25 structures with the same formula, charge and spin is 0.0 kJ/mol. Its LUMO energy (spin up / spin down) is -2.789 / -8.091 eV. Its spin multiplicity is 2. The gap between HOMO and LUMO (spin up / spin down) is 8.481 / 3.179 eV. As for the charge: +1.

Atoms and positions in Å:
C (-1.442, -0.552, -2.650)
C (-2.125, -1.743, -3.284)
C (-3.206, -1.510, -4.361)
O (-2.636, -0.684, -5.356)
C (-3.053, 0.658, -5.233)
N (-1.121, -2.438, -3.984)
H (-1.014, 0.055, -3.447)
H (-0.568, -0.879, -2.086)
H (-2.223, -0.043, -2.084)
H (-2.682, -2.407, -2.623)
H (-4.164, -1.190, -3.951)
H (-3.608, -2.335, -4.950)
H (-2.370, 1.199, -5.888)
H (-2.844, 1.113, -4.265)
H (-4.104, 0.768, -5.502)
H (-0.307, -1.904, -3.713)
H (-1.169, -2.188, -4.962)
C (0.971, 2.545, 3.874)
C (1.541, 1.148, 3.468)
C (2.140, 0.447, 4.635)
O (3.369, 1.131, 4.952)
C (4.088, 0.489, 5.902)
N (0.472, 0.424, 2.817)
H (0.476, 3.054, 3.047)
H (1.726, 3.202, 4.305)
H (0.219, 2.318, 4.630)
H (2.278, 1.473, 2.733)
H (2.266, -0.627, 4.504)
H (1.561, 0.600, 5.546)
H (4.921, 1.157, 6.123)
H (4.476, -0.481, 5.590)
H (3.498, 0.401, 6.814)
H (0.390, 0.679, 1.843)
H (0.508, -0.554, 2.565)
C (1.707, 1.350, -1.009)
O (0.571, 1.220, -0.194)
H (2.071, 2.356, -0.802)
H (2.421, 0.526, -1.024)
H (1.364, 1.286, -2.042)
H (0.215, 2.112, -0.188)
C (-0.945, -2.332, -0.027)
O (-0.177, -1.378, 0.655)
H (-0.403, -2.653, -0.916)
H (-0.853, -3.250, 0.553)
H (-1.973, -2.001, -0.175)
H (-0.261, -0.559, 0.161)

---

[4]
DFT (ωB97M-V/def2-TZVPD) results for a cluster of 5 separate species, C10H30O10 in total.

Its energy above the lowest of the compared OMol25 structures with the same formula, charge and spin is 295.8 kJ/mol. Its LUMO energy is 0.213 eV. The gap between HOMO and LUMO is 10.250 eV. As for the charge: 0.

Atoms and positions in Å:
C (-9.993, 11.452, -25.331)
C (-8.931, 10.979, -24.475)
O (-7.714, 10.893, -25.045)
O (-9.696, 12.761, -25.725)
H (-10.972, 11.516, -24.856)
H (-10.244, 10.851, -26.205)
H (-9.148, 9.965, -24.139)
H (-8.743, 11.692, -23.672)
H (-7.307, 11.751, -24.912)
H (-8.989, 12.576, -26.348)
C (-5.572, 17.845, -23.957)
C (-4.908, 16.712, -23.149)
O (-4.914, 15.427, -23.604)
O (-6.962, 17.868, -24.020)
H (-5.032, 17.864, -24.904)
H (-5.106, 18.726, -23.515)
H (-5.152, 16.822, -22.093)
H (-3.824, 16.796, -23.229)
H (-4.314, 15.460, -24.352)
H (-7.249, 17.025, -24.378)
C (-16.853, 6.920, -25.167)
C (-18.120, 7.610, -25.733)
O (-18.180, 7.523, -27.185)
O (-15.752, 7.479, -25.672)
H (-16.873, 5.860, -25.418)
H (-16.793, 6.988, -24.081)
H (-18.309, 8.577, -25.269)
H (-18.991, 7.041, -25.408)
H (-18.488, 6.652, -27.445)
H (-15.995, 7.769, -26.554)
C (-11.251, 3.680, -22.236)
C (-9.745, 3.460, -22.137)
O (-9.408, 2.105, -22.135)
O (-11.944, 3.147, -21.156)
H (-11.660, 3.330, -23.183)
H (-11.520, 4.733, -22.153)
H (-9.319, 3.973, -21.275)
H (-9.150, 4.021, -22.857)
H (-9.333, 1.877, -23.065)
H (-11.670, 2.239, -21.005)
C (-5.994, 10.473, -30.678)
C (-6.664, 11.780, -30.950)
O (-6.642, 12.410, -29.699)
O (-6.742, 9.597, -29.798)
H (-4.938, 10.582, -30.430)
H (-5.928, 10.016, -31.666)
H (-7.696, 11.707, -31.293)
H (-6.097, 12.290, -31.729)
H (-5.729, 12.618, -29.485)
H (-6.834, 9.951, -28.910)